Entry 1:
A structure of composition C4H4N2O2 at a distorted geometry, computed with ωB97M-V/def2-TZVPD.

ORCA input file:
```
! RIJCOSX wB97M-V def2-TZVPD def2/J DEFGRID3
* xyz 0 1
C 1.927 0.602 -0.098
C 1.732 -0.762 0.035
C -0.663 -0.585 -0.030
C -2.150 0.732 0.123
H 0.996 1.043 -0.193
H 2.883 1.293 -0.215
H 2.582 -1.419 0.510
H -2.696 1.714 -0.179
N -0.736 0.670 0.085
N -2.694 -0.467 0.045
O 0.516 -1.363 0.071
O -1.695 -1.457 -0.154
*
```

Values from the calculation:
Electronic energy, Eh: -414.65948
Energy relative to the best compared isomer or geometry (same formula, charge and spin), kJ/mol: 490.2
E_HOMO, eV: -9.305

---

Entry 2:
The ion C4H13N2S with charge +2 at a distorted geometry, computed with ωB97M-V/def2-TZVPD.

ORCA input file:
```
! RIJCOSX wB97M-V def2-TZVPD def2/J DEFGRID3
* xyz 2 2
C -0.985 -0.599 -0.897
N 0.303 -0.295 -0.269
C 0.433 -0.587 1.178
C 1.931 -0.660 1.498
S 2.917 -1.326 0.111
C -1.589 0.834 -1.384
N -2.074 1.667 -0.283
H -1.756 -0.813 -0.071
H -1.024 -1.295 -1.756
H 1.092 -0.763 -0.778
H -0.097 -1.548 1.452
H -0.103 0.252 1.710
H 2.356 0.296 1.951
H 1.905 -1.494 2.297
H 3.872 -0.458 -0.005
H -2.182 0.647 -2.362
H -0.588 1.335 -1.847
H -2.062 2.708 -0.400
H 0.497 0.778 -0.441
H -2.845 1.321 0.297
*
```

Values from the calculation:
Electronic energy, Eh: -667.09355
Energy relative to the best compared isomer or geometry (same formula, charge and spin), kJ/mol: 327.3
E_HOMO (spin up / spin down), eV: -16.690 / -16.412
Expectation value of S²: 0.75

---

Entry 3:
A cluster of 2 separate species, H4O2 in total at a distorted geometry, computed with ωB97M-V/def2-TZVPD.

ORCA input file:
```
! RIJCOSX wB97M-V def2-TZVPD def2/J DEFGRID3
* xyz 0 1
O 0.515 0.927 1.736
H 0.729 0.047 2.102
H -0.387 0.663 1.459
O -0.513 -0.617 -2.068
H 0.432 -0.887 -1.909
H -0.776 -0.133 -1.321
*
```

Values from the calculation:
Electronic energy, Eh: -152.86159
Energy relative to the best compared isomer or geometry (same formula, charge and spin), kJ/mol: 35.0
E_HOMO, eV: -11.684

---

Entry 4:
A cluster of 2 separate species, C5H16N2O in total at a distorted geometry, computed with ωB97M-V/def2-TZVPD.

ORCA input file:
```
! RIJCOSX wB97M-V def2-TZVPD def2/J DEFGRID3
* xyz 1 2
C -0.375 -2.243 1.406
C 0.164 -0.837 1.615
C -0.645 0.169 0.751
C 0.175 1.096 -0.223
C -0.661 1.878 -1.272
N -0.572 3.279 -1.143
N 1.568 -0.790 1.086
H -0.908 -2.234 0.447
H -1.073 -2.640 2.185
H 0.285 -3.114 1.551
H 0.214 -0.398 2.594
H -1.243 0.849 1.396
H -1.405 -0.321 0.154
H 0.668 1.919 0.308
H 0.951 0.489 -0.672
H -1.631 1.408 -1.393
H -0.211 1.618 -2.274
H 0.259 3.816 -1.374
H -1.346 3.743 -0.671
H 2.105 -1.361 1.740
H 1.691 -1.265 0.198
H 0.232 -1.678 -1.483
H 1.118 -2.057 -2.660
O 0.641 -1.324 -2.267
*
```

Values from the calculation:
Electronic energy, Eh: -384.49337
Energy relative to the best compared isomer or geometry (same formula, charge and spin), kJ/mol: 131.0
E_HOMO (spin up / spin down), eV: -12.598 / -12.561
Expectation value of S²: 0.75

---

Entry 5:
A cluster of 2 separate species, C5H8O2 in total at a distorted geometry, computed with ωB97M-V/def2-TZVPD.

ORCA input file:
```
! RIJCOSX wB97M-V def2-TZVPD def2/J DEFGRID3
* xyz 0 1
C -1.787 1.500 0.423
C -1.128 0.659 -0.362
C -1.199 -0.836 -0.125
O -1.908 -1.326 0.715
O -0.773 -1.570 -1.174
H -2.367 1.116 1.247
H -1.698 2.569 0.328
H -0.555 0.999 -1.216
H -0.022 -1.223 -1.671
C 1.562 -0.079 0.787
C 2.264 -0.590 -0.203
H 1.779 0.887 1.216
H 0.698 -0.500 1.337
H 3.030 -0.023 -0.711
H 2.104 -1.583 -0.591
*
```

Values from the calculation:
Electronic energy, Eh: -345.73547
Energy relative to the best compared isomer or geometry (same formula, charge and spin), kJ/mol: 182.4
E_HOMO, eV: -10.293

---

Entry 6:
A structure of composition C4H4N2O, computed with ωB97M-V/def2-TZVPD.

ORCA input file:
```
! RIJCOSX wB97M-V def2-TZVPD def2/J DEFGRID3
* xyz 0 1
O -1.947 -0.479 1.796
C -1.160 -0.094 0.954
C 0.031 -0.915 0.583
C 0.754 -0.314 -0.374
N 0.686 0.780 -1.047
C -0.428 1.468 -0.634
N -1.295 1.119 0.269
H 0.236 -1.866 1.055
H 1.631 -1.245 -1.019
H 2.075 -0.874 -0.445
H -0.583 2.419 -1.139
*
```

Values from the calculation:
Electronic energy, Eh: -339.42215
Energy relative to the best compared isomer or geometry (same formula, charge and spin), kJ/mol: 418.8
E_HOMO, eV: -9.124

---

Which formula does entry 6 have?
C4H4N2O

---

energy relative to the best compared isomer or geometry (same formula, charge and spin) of number 4 (C5H16N2O)?
131.0 kJ/mol